No. 1
The following is a DFT calculation (ωB97M-V/def2-TZVPD) of C32H26Br4N2O5SbV as an isolated structure at a distorted geometry.

Geometry (Å):
V  -0.397  0.131  -1.261
Br  5.828  -2.344  -1.858
C  4.351  -1.210  -1.798
C  4.512  0.186  -2.027
Br  6.217  0.896  -2.275
C  3.414  1.045  -2.070
Br  3.563  2.887  -2.366
C  2.158  0.501  -1.844
O  0.977  1.071  -1.816
C  2.016  -0.892  -1.488
O  0.759  -1.120  -1.181
C  3.094  -1.756  -1.521
Br  2.805  -3.576  -1.220
C  -1.629  -2.263  -4.005
C  -2.627  -3.175  -3.289
C  -3.309  -2.568  -2.023
C  -4.229  -3.629  -1.384
C  -4.917  -3.129  -0.115
C  -4.147  -1.395  -2.494
O  -5.194  -1.484  -3.052
N  -3.565  -0.097  -2.324
C  -2.485  0.122  -1.577
O  -1.838  1.233  -1.572
N  -1.900  -0.846  -0.849
C  -2.194  -2.224  -1.050
O  -1.525  -3.043  -0.492
H  -1.207  -2.793  -4.857
H  -0.789  -1.994  -3.354
H  -2.099  -1.358  -4.398
H  -2.121  -4.084  -2.966
H  -3.422  -3.453  -3.981
H  -3.618  -4.501  -1.157
H  -4.976  -3.908  -2.127
H  -4.186  -2.831  0.640
H  -5.525  -3.925  0.308
H  -5.578  -2.286  -0.325
H  -4.001  0.681  -2.807
C  -2.365  1.196  4.856
C  -1.084  0.684  5.001
C  -0.241  0.589  3.902
C  -0.709  1.017  2.666
C  -1.989  1.537  2.507
C  -2.819  1.620  3.614
Sb  0.623  1.106  1.019
C  1.051  3.163  0.695
C  0.494  3.863  -0.367
C  0.751  5.222  -0.479
C  1.554  5.861  0.455
C  2.105  5.150  1.513
C  1.849  3.794  1.646
C  2.394  0.048  1.529
C  3.635  0.671  1.436
C  4.769  -0.035  1.810
C  4.655  -1.340  2.271
C  3.411  -1.954  2.352
C  2.268  -1.266  1.975
H  -3.015  1.267  5.718
H  -0.730  0.353  5.969
H  0.762  0.196  4.014
H  -2.331  1.881  1.537
H  -3.819  2.017  3.502
H  -0.125  3.369  -1.103
H  0.325  5.781  -1.302
H  1.749  6.921  0.363
H  2.735  5.648  2.238
H  2.255  3.238  2.484
H  3.717  1.698  1.098
H  5.741  0.438  1.747
H  5.539  -1.881  2.584
H  3.331  -2.976  2.698
H  1.297  -1.746  2.031

Properties
HOMO-LUMO gap (spin up / spin down) in eV: 5.8549 / 5.8626
Electronic energy in eV: -359202.794
Energy relative to the best compared isomer or geometry (same formula, charge and spin) in kJ/mol: 104.9
Charge: +2
HOMO energy (spin up / spin down) in eV: -14.19 / -14.19

---

No. 2
The following is a DFT calculation (ωB97M-V/def2-TZVPD) of C32H26BrIN5O6OsS as an isolated structure.

Geometry (Å):
Os  1.447  -0.589  0.746
C  2.141  -5.016  1.867
C  0.730  -4.516  1.899
N  -0.235  -5.360  2.203
C  -1.495  -4.909  2.213
C  -1.872  -3.616  1.925
C  -3.344  -3.283  1.934
O  -3.838  -2.996  0.631
C  -0.856  -2.698  1.603
C  -1.231  -1.257  1.297
N  -0.150  -0.386  1.727
C  -0.392  0.631  2.686
C  -1.670  1.074  3.023
C  -1.843  2.107  3.930
C  -0.753  2.716  4.536
C  0.528  2.263  4.248
C  0.679  1.232  3.343
I  2.567  0.468  2.946
C  0.463  -3.163  1.600
O  1.549  -2.395  1.390
H  2.155  -6.064  2.150
H  2.774  -4.444  2.547
H  2.567  -4.903  0.868
H  -2.252  -5.641  2.470
H  -3.562  -2.458  2.620
H  -3.876  -4.160  2.305
H  -4.162  -2.088  0.613
H  -2.154  -1.035  1.824
H  -2.542  0.634  2.559
H  -2.846  2.440  4.158
H  -0.891  3.530  5.234
H  1.389  2.696  4.738
C  -0.472  5.257  -2.319
C  -0.977  3.914  -1.869
C  -0.834  2.792  -2.686
C  -1.337  1.565  -2.306
C  -1.998  1.453  -1.084
C  -2.168  2.556  -0.259
C  -1.639  3.775  -0.652
S  -2.729  -0.078  -0.692
O  -3.615  0.090  0.430
O  -3.176  -0.667  -1.912
N  -1.514  -1.061  -0.127
C  -0.698  -1.759  -1.025
C  -1.205  -2.679  -1.921
C  -0.331  -3.309  -2.785
C  1.023  -3.029  -2.708
C  1.471  -2.144  -1.751
N  0.627  -1.496  -0.925
H  0.323  5.159  -3.058
H  -0.097  5.841  -1.479
H  -1.287  5.823  -2.773
H  -0.330  2.892  -3.640
H  -1.250  0.705  -2.957
H  -2.733  2.467  0.656
H  -1.762  4.639  -0.011
H  -2.264  -2.886  -1.911
H  -0.702  -4.032  -3.500
H  1.735  -3.506  -3.365
H  2.519  -1.936  -1.614
Br  6.106  2.181  -4.626
C  4.708  2.587  -3.438
C  4.150  3.862  -3.434
N  3.157  4.219  -2.622
C  2.681  3.301  -1.789
C  3.172  2.002  -1.736
C  4.219  1.633  -2.573
C  2.575  1.032  -0.814
O  3.049  -0.140  -0.653
O  1.544  1.307  -0.126
H  4.525  4.622  -4.108
H  1.879  3.602  -1.128
H  4.627  0.632  -2.542

Properties
HOMO-LUMO gap (spin up / spin down) in eV: 6.2264 / 6.1530
Electronic energy in eV: -144782.149
Energy relative to the best compared isomer or geometry (same formula, charge and spin) in kJ/mol: 0.0
Charge: +1
HOMO energy (spin up / spin down) in eV: -11.06 / -11.01